{
  "formula": "C2HF2NS",
  "method": "the ωB97M-V functional and the def2-TZVPD basis",
  "fmax_ev_per_a": 5.3,
  "energy_ha": -729.3027,
  "lumo_ev": [-2.72, -3.08],
  "de_lowest_ev": 3.788,
  "homo_ha": [-0.398, -0.379],
  "mol_weight_g_mol": 109.100,
  "symbols": ["C", "C", "N", "F", "F", "S", "H"],
  "coordinates": [[-1.4125, 1.2972, 0.1201], [0.1890, -0.8414, 0.2332], [-2.2133, 1.9956, -0.2729], [0.4292, -0.9157, 1.5182], [-0.4074, -1.9908, -0.1213], [1.5432, -0.4677, -0.8668], [1.8719, 0.9228, -0.6106]],
  "forces_ev_per_angstrom": [[3.3766, -4.0226, 0.9871], [0.1800, -0.5922, 0.4325], [-2.1253, 2.0536, -0.9625], [-0.5655, 0.8283, -0.7511], [0.3092, 2.1900, 0.0482], [-0.2041, 1.6498, 0.1059], [-0.9709, -2.1070, 0.1399]],
  "mulliken_charge": [-0.0718, 0.5098, -0.3419, -0.0928, -0.1385, -0.1054, 0.2404]
}